No. 1
{
  "formula": "C21H20N2O5S",
  "method": "ωB97M-V with the def2-TZVPD basis set",
  "elements": ["S", "O", "O", "O", "O", "O", "N", "N", "C", "C", "C", "C", "C", "C", "C", "C", "C", "C", "C", "C", "C", "C", "C", "C", "C", "C", "C", "C", "C", "H", "H", "H", "H", "H", "H", "H", "H", "H", "H", "H", "H", "H", "H", "H", "H", "H", "H", "H", "H"],
  "positions_angstrom": [[3.20158, -2.02618, -0.23610], [-1.31379, -2.88230, -2.07334], [-3.56561, 1.56469, -0.44565], [-1.73854, 1.01962, -1.75341], [0.00851, -1.31651, -0.98248], [-0.62818, 1.25105, 3.13985], [-0.40127, 0.03686, 1.19165], [1.39052, 1.55953, 0.11388], [2.20299, 0.83650, -0.38971], [-0.98334, -1.92292, -0.95061], [-3.62287, -1.39163, 2.34830], [-3.01465, -2.52188, 0.12789], [-2.36757, 1.73979, -1.07599], [-1.59630, 3.02161, -0.11194], [1.21799, 1.57309, 1.49190], [1.20165, 1.86985, -2.05489], [-1.83715, -1.73053, 0.04730], [-2.54213, -0.69718, 2.20133], [3.97675, 0.14122, 1.39981], [-3.79035, -2.51758, 1.28205], [-1.53011, -1.04054, 1.11737], [0.85099, 2.37443, -1.02307], [-0.26999, 3.34952, -0.70872], [3.16922, -0.04251, 0.25319], [4.71464, -0.89361, 1.42882], [-0.48762, -2.79333, -3.00485], [4.44700, -2.15267, 0.96717], [2.16587, 0.85153, -2.00245], [-0.05392, 0.94642, 1.83665], [-4.58118, -3.23647, 1.35297], [0.89317, 2.14634, -3.26622], [-0.87893, 1.31138, -1.71931], [0.99871, 2.64412, 1.74427], [4.26098, 1.03373, 1.69768], [-2.07974, -0.17041, 3.09582], [-0.90737, -3.62778, -3.71432], [0.65718, -2.92252, -2.85126], [0.02218, -0.17480, 0.23584], [-0.52349, 3.72820, -1.68624], [4.76020, -3.01562, 1.06810], [1.94878, 1.31055, 2.01871], [2.79749, 0.42116, -2.68264], [0.06386, 3.94855, -0.07242], [-4.15941, -1.63029, 3.20944], [-2.46080, 3.74001, 0.16610], [-0.41582, -1.85821, -3.63958], [5.35951, -1.09627, 2.57905], [-1.42738, 2.37007, 1.02916], [-3.13224, -3.12806, -0.69910]],
  "spin_multiplicity": 1,
  "e_above_lowest_kcal_mol": 441.77,
  "e_lumo_ev": -0.825,
  "orbital_gap_ev": 6.89
}

***

No. 2
{
  "formula": "C21H20O5",
  "method": "ωB97M-V with the def2-TZVPD basis set",
  "elements": ["O", "O", "O", "O", "O", "C", "C", "C", "C", "C", "C", "C", "C", "C", "C", "C", "C", "C", "C", "C", "C", "C", "C", "C", "C", "C", "H", "H", "H", "H", "H", "H", "H", "H", "H", "H", "H", "H", "H", "H", "H", "H", "H", "H", "H", "H"],
  "positions_angstrom": [[1.64102, 3.14522, 3.59678], [-1.73751, 1.12898, 0.17044], [-0.56215, 3.12048, 3.14546], [0.63214, 4.88103, -1.55618], [-1.50975, 0.91918, -2.17181], [-0.45588, -2.87786, 0.27662], [0.72755, 3.51234, 2.93474], [-0.97924, -1.58731, 0.21047], [1.85165, -6.82685, -1.46872], [1.01792, -5.75643, -1.53568], [-1.36019, 0.50506, -1.01063], [-0.64695, 4.19688, -1.31742], [-2.50448, 2.98222, 1.49235], [0.30613, -3.41574, -0.75393], [-0.67126, 3.41037, 0.01629], [-1.92034, 2.57078, 0.10714], [-0.85276, -0.85236, -0.98180], [2.85011, -5.90611, 0.57600], [-0.62005, 4.44563, 1.22552], [-1.46401, 3.91627, 2.29622], [-0.21466, -1.44663, -2.14337], [2.71683, -6.93699, -0.36145], [1.14632, -4.66238, -0.70991], [2.13356, -4.71934, 0.32179], [0.29486, -2.76764, -2.01290], [0.84870, 4.53169, 1.79770], [-0.16200, -0.94867, -3.14372], [1.71281, 4.12404, 1.19009], [0.20978, -5.67729, -2.24628], [1.16293, 5.51488, 2.22116], [3.33305, -7.83469, -0.20803], [-3.40726, 3.51044, 1.21861], [-0.98943, 5.39828, 0.90349], [0.73606, 5.20739, -2.45220], [1.73169, -7.70551, -2.11310], [-2.86400, 2.04374, 2.04937], [0.69778, -3.22096, -2.93801], [0.17515, 2.77473, 0.11703], [-1.91808, 4.69994, 2.83122], [2.35307, -3.86756, 1.03720], [-0.81870, 3.45310, -2.15729], [3.52595, -6.11717, 1.44262], [-1.44730, 5.01466, -1.44107], [-0.55795, -3.40343, 1.23820], [-2.62112, 2.70201, -0.72670], [-1.52002, -1.17840, 1.03368]],
  "spin_multiplicity": 1,
  "e_above_lowest_kcal_mol": 25.66,
  "e_lumo_ev": 0.082,
  "orbital_gap_ev": 8.97
}

***

No. 3
{
  "formula": "C21H21AsClINO7S4V",
  "method": "ωB97M-V with the def2-TZVPD basis set",
  "elements": ["I", "As", "V", "Cl", "S", "S", "S", "S", "O", "O", "O", "O", "O", "O", "O", "N", "C", "C", "C", "C", "C", "C", "C", "C", "C", "C", "C", "C", "C", "C", "C", "C", "C", "C", "C", "C", "C", "H", "H", "H", "H", "H", "H", "H", "H", "H", "H", "H", "H", "H", "H", "H", "H", "H", "H", "H", "H", "H"],
  "positions_angstrom": [[1.40508, 0.62603, 4.85756], [-0.41422, -0.26087, -2.90529], [0.62806, 1.36376, -0.42734], [2.21242, -4.50376, 2.90327], [-1.98343, 0.82654, 0.10202], [3.39179, 0.00683, -0.63064], [-2.18270, 3.63337, -1.92932], [0.93906, 3.57755, -0.13348], [2.46790, 1.23329, -0.36922], [4.19468, -0.19614, 0.53446], [-2.16622, -0.16799, -2.79258], [4.00772, 0.13802, -1.91261], [0.04909, -0.44905, -4.43767], [0.12777, 1.19335, -2.12326], [0.38721, 0.94758, 1.61641], [0.79285, -0.81864, -0.34786], [-2.01391, 1.10167, 1.88818], [0.98362, -0.70099, 3.30877], [-0.54308, 4.59157, 0.13460], [0.21254, -1.53714, -1.57059], [1.38696, -2.05425, 3.55379], [-0.79075, -2.60489, -1.29891], [1.49289, -2.95110, 2.56244], [1.23681, -2.63453, 1.13441], [0.72490, -3.84219, 0.24786], [-3.46784, 1.68519, -0.48518], [-1.28649, 4.98279, -1.13251], [0.52925, -1.32214, 0.99054], [-0.67350, 1.66082, 2.30628], [1.68389, -1.91987, -2.05562], [2.18256, -1.33945, -0.71677], [0.61626, -0.38496, 2.01995], [-0.55345, -3.62611, -0.48065], [2.06932, -3.78822, -0.59961], [-3.38221, 3.19322, -0.64639], [2.49785, -2.53011, 0.18736], [1.95422, -3.36614, -2.00650], [-0.52205, 1.58321, 3.37677], [-0.54079, 2.69266, 2.00099], [1.87820, -4.01945, -2.86182], [-1.22273, 4.10192, 0.83249], [-3.11396, 3.67478, 0.29417], [-2.49706, -0.03971, -3.69362], [-4.37003, 3.56364, -0.92673], [-3.67794, 1.20864, -1.44134], [-0.58293, 5.32866, -1.89039], [-0.19051, 5.49805, 0.62987], [-2.80589, 1.80666, 2.14117], [3.47866, -2.48746, 0.65026], [-2.21482, 0.15069, 2.38047], [-1.75887, -2.51348, -1.77558], [-4.26819, 1.40605, 0.20251], [-1.35203, -4.34239, -0.32182], [2.67284, -4.67923, -0.43982], [1.68239, -2.33792, 4.55469], [0.67533, -4.75636, 0.83201], [1.98726, -1.40716, -2.96764], [-1.97374, 5.80515, -0.92252]],
  "spin_multiplicity": 3,
  "e_above_lowest_kcal_mol": 2.04,
  "e_lumo_ev": [-2.379, -1.367],
  "orbital_gap_ev": [4.10, 5.15]
}

***

No. 4
{
  "formula": "C21H21BBrN5O4OsS",
  "method": "ωB97M-V with the def2-TZVPD basis set",
  "elements": ["Os", "Br", "S", "O", "O", "O", "O", "N", "N", "N", "N", "N", "C", "C", "C", "C", "C", "C", "C", "C", "C", "C", "C", "C", "C", "C", "C", "C", "C", "C", "C", "C", "C", "B", "H", "H", "H", "H", "H", "H", "H", "H", "H", "H", "H", "H", "H", "H", "H", "H", "H", "H", "H", "H", "H"],
  "positions_angstrom": [[-0.24020, 1.71958, -0.54317], [-1.30193, 2.35315, 6.02373], [2.93747, 0.15703, 0.05709], [1.79490, 5.23621, -0.59068], [0.10065, 3.75707, -0.53527], [3.12030, 0.47470, 1.44764], [3.95948, 0.47632, -0.90953], [-0.45419, -0.27160, -1.11368], [-3.17790, 0.97831, -0.84372], [1.53338, 1.71013, -0.46163], [-2.25292, 1.97287, -0.95871], [-1.60646, -0.97319, -1.04539], [2.95508, -3.62360, -1.23418], [-0.57471, 1.80392, 1.44659], [0.37155, -0.94551, -1.92658], [-2.89399, 3.08035, -1.38697], [-0.24827, 1.06431, 3.72062], [1.32436, -3.48287, 0.52162], [-0.22901, -2.12420, -2.34260], [2.62125, -1.57307, -0.07308], [-1.01410, 2.12745, 4.16647], [-4.23214, 2.80490, -1.55053], [-1.48515, -2.09298, -1.76028], [3.27769, -2.28623, -1.06460], [-1.55726, 3.03871, 3.27775], [-4.35999, 1.45920, -1.19141], [1.35682, 4.11798, -0.52414], [-1.32733, 2.88025, 1.91812], [1.63552, -2.15209, 0.71952], [2.33302, 2.91602, -0.44595], [-0.03231, 0.91052, 2.35972], [1.60211, -5.67422, -0.68006], [1.97110, -4.23302, -0.46135], [-2.82412, -0.43794, -0.22832], [2.38159, -6.20512, -1.22448], [-2.33929, 3.99106, -1.54954], [3.03057, 2.97617, -1.28083], [0.67662, -5.75048, -1.25534], [-2.15022, 3.86775, 3.63866], [-5.22898, 0.82190, -1.16718], [2.91031, 2.99952, 0.47760], [-5.00719, 3.47260, -1.88256], [1.43969, -6.18330, 0.27001], [1.13394, -1.58073, 1.48546], [0.17682, 0.36112, 4.42362], [3.47828, -4.20334, -1.98523], [-2.50253, -0.30159, 0.92231], [0.59187, 0.09814, 2.02706], [-1.73427, 3.60942, 1.23214], [-3.76176, -1.17585, -0.40588], [0.56681, -3.94988, 1.13960], [0.18136, -2.87488, -2.99475], [-2.30681, -2.78714, -1.82169], [1.34236, -0.54879, -2.17271], [4.03812, -1.80501, -1.66335]],
  "spin_multiplicity": 1,
  "e_lumo_ev": [-1.697, -1.701],
  "orbital_gap_ev": [6.66, 6.66]
}

***

No. 5
{
  "formula": "C21H21BF3NO2S",
  "method": "ωB97M-V with the def2-TZVPD basis set",
  "elements": ["S", "F", "F", "F", "O", "O", "N", "C", "C", "C", "C", "C", "C", "C", "C", "C", "C", "C", "C", "C", "C", "C", "C", "C", "C", "C", "C", "C", "B", "H", "H", "H", "H", "H", "H", "H", "H", "H", "H", "H", "H", "H", "H", "H", "H", "H", "H", "H", "H", "H"],
  "positions_angstrom": [[0.47060, 2.38698, 6.30046], [-2.64740, -3.97281, 5.23008], [-3.11996, -3.74386, 3.09406], [-4.49768, -2.95588, 4.60935], [1.32469, 2.05566, 3.58376], [-0.65953, 3.07564, 2.71681], [-0.27826, -0.85777, 1.51866], [-0.73939, 2.16197, 5.07379], [-1.92512, 2.73006, 5.47818], [-0.43521, 0.46986, 2.12039], [1.63807, 3.10386, 2.77431], [-0.95166, 0.48364, 3.54584], [-3.11052, -0.68950, 3.75035], [-3.17133, -3.10924, 4.31657], [-0.56257, 3.32696, 7.31584], [-2.42045, 0.44506, 3.44833], [2.87010, 3.32181, 2.16951], [0.50968, 4.56432, 1.16457], [-0.38136, -0.59006, 4.38234], [-1.35310, -1.34240, 0.68986], [-1.83889, 3.35512, 6.77100], [-0.07271, 3.96336, 8.56314], [-1.11019, -1.71390, 4.65904], [2.91020, 4.15749, 1.05680], [1.75087, 4.77422, 0.56994], [0.44944, 3.71107, 2.26483], [1.03066, -1.16350, 0.98061], [-2.44896, -1.80107, 4.27546], [-0.15729, 1.97738, 3.55247], [-4.18222, -0.75783, 3.56039], [-1.54862, -0.68082, -0.17281], [-2.67114, 3.85855, 7.24896], [-0.41609, 4.98059, 0.77798], [-2.27682, -1.42193, 1.26999], [-2.84819, 2.72911, 4.89406], [1.24248, -0.59660, 0.05693], [1.04214, -2.23103, 0.74066], [-1.05816, -2.33003, 0.32295], [3.73682, 2.78526, 2.54913], [1.80511, -0.93785, 1.71886], [3.86133, 4.31302, 0.54921], [0.67880, 4.74027, 8.35764], [0.58727, 0.84354, 2.02374], [0.38725, 3.20722, 9.21274], [1.81245, 5.41547, -0.30731], [-0.90435, 4.42951, 9.10008], [-0.65115, -2.56665, 5.15696], [-2.92557, 1.32596, 3.03714], [0.64304, -0.47711, 4.73867], [-1.10533, 1.04154, 1.44247]],
  "spin_multiplicity": 1,
  "e_above_lowest_kcal_mol": 0.00,
  "e_lumo_ev": -1.835,
  "orbital_gap_ev": 5.76
}